{
  "formula": "C20H21N3O4S2",
  "method": "ωB97M-V/def2-TZVPD",
  "species": ["C", "S", "O", "O", "C", "C", "N", "C", "C", "C", "C", "N", "S", "C", "O", "O", "C", "C", "C", "C", "C", "C", "N", "C", "C", "C", "C", "C", "C", "H", "H", "H", "H", "H", "H", "H", "H", "H", "H", "H", "H", "H", "H", "H", "H", "H", "H", "H", "H", "H"],
  "positions_angstrom": [[-3.896, -2.389, 0.394], [-3.082, -1.864, 1.906], [-3.289, -2.903, 2.886], [-3.628, -0.571, 2.391], [-1.355, -1.700, 1.409], [-0.601, -0.874, 2.417], [0.749, -0.591, 1.881], [1.243, 0.568, 1.193], [0.512, 1.852, 0.974], [-0.675, 1.539, 0.102], [-1.970, 1.812, 0.435], [-2.788, 1.402, -0.667], [-4.498, 1.684, -0.924], [-4.511, 3.008, -2.174], [-5.180, 2.150, 0.299], [-5.089, 0.451, -1.449], [-1.968, 0.791, -1.639], [-2.282, 0.141, -2.842], [-1.253, -0.347, -3.682], [0.092, -0.168, -3.309], [0.371, 0.413, -2.070], [-0.669, 0.915, -1.225], [2.478, 0.428, 0.755], [2.847, -0.842, 1.115], [4.032, -1.598, 0.873], [4.122, -2.938, 1.294], [3.041, -3.541, 1.975], [1.911, -2.760, 2.282], [1.805, -1.473, 1.820], [-3.133, -2.832, -0.242], [-4.648, -3.113, 0.658], [-4.303, -1.528, -0.105], [-1.342, -1.199, 0.432], [-0.918, -2.710, 1.312], [-1.124, 0.038, 2.637], [-0.520, -1.499, 3.309], [0.170, 2.307, 1.900], [1.158, 2.540, 0.444], [-2.395, 2.301, 1.343], [-3.689, 2.938, -2.877], [-5.440, 2.960, -2.739], [-4.427, 3.971, -1.674], [-3.296, -0.020, -3.158], [-1.415, -0.844, -4.637], [0.879, -0.548, -3.938], [1.387, 0.476, -1.726], [4.854, -1.141, 0.361], [5.007, -3.477, 1.033], [3.075, -4.559, 2.270], [1.099, -3.234, 2.846]],
  "e_homo_ha": -0.31482,
  "total_charge": 0,
  "orbital_gap_ev": 8.88,
  "e_lumo_ev": 0.3084,
  "smiles": "CS(=O)(=O)CCn1c(Cc2cn(S(C)(=O)=O)c3ccccc23)nc2ccccc21",
  "de_lowest_kj_mol": 240.6
}


{
  "formula": "H10O5",
  "method": "ωB97M-V/def2-TZVPD",
  "species": ["O", "H", "H", "O", "H", "H", "O", "H", "H", "O", "H", "H", "O", "H", "H"],
  "positions_angstrom": [[-2.538, -0.165, 2.306], [-2.059, 0.064, 3.086], [-1.796, -0.180, 1.708], [1.653, 1.122, -2.198], [1.750, 0.780, -3.092], [0.709, 1.193, -2.115], [-1.006, 1.586, -1.001], [-1.352, 1.012, -1.671], [-1.718, 1.841, -0.455], [0.127, 0.041, 1.339], [0.276, 0.403, 0.481], [0.632, -0.744, 1.368], [1.417, -2.232, 0.260], [2.118, -1.648, -0.145], [1.793, -3.074, 0.124]],
  "e_homo_ha": -0.39429,
  "total_charge": 0,
  "orbital_gap_ev": 11.07,
  "e_lumo_ev": 0.3394,
  "smiles": "O.O.O.O.O",
  "de_lowest_kj_mol": 104.3
}


{
  "formula": "C14H15AgBrIN3OS",
  "method": "ωB97M-V/def2-TZVPD",
  "species": ["C", "C", "C", "C", "N", "C", "C", "C", "C", "O", "I", "C", "Br", "C", "N", "C", "C", "N", "C", "C", "S", "H", "H", "H", "H", "H", "H", "H", "H", "H", "H", "H", "H", "H", "H", "H", "Ag"],
  "positions_angstrom": [[-1.837, -4.093, 1.816], [-2.747, -3.267, 0.908], [-1.984, -2.529, -0.191], [-0.999, -1.502, 0.381], [-1.104, -0.197, -0.296], [0.040, 0.649, -0.342], [0.443, 1.561, 0.669], [-0.385, 1.694, 1.910], [-1.827, 2.030, 1.574], [-2.143, 2.707, 0.645], [-3.279, 1.129, 2.856], [1.588, 2.255, 0.431], [2.202, 3.554, 1.651], [2.374, 2.067, -0.748], [3.533, 2.758, -0.915], [4.214, 2.522, -2.015], [3.759, 1.622, -3.007], [2.639, 0.977, -2.887], [1.950, 1.176, -1.744], [0.751, 0.481, -1.506], [0.052, -0.681, -2.616], [-2.300, -4.229, 2.788], [-0.871, -3.621, 1.997], [-1.646, -5.064, 1.368], [-3.335, -2.539, 1.468], [-3.447, -3.941, 0.421], [-1.420, -3.256, -0.774], [-2.680, -2.034, -0.866], [0.024, -1.843, 0.236], [-1.145, -1.374, 1.455], [-1.961, 0.301, -0.054], [-0.015, 2.456, 2.591], [-0.365, 0.757, 2.466], [5.164, 3.020, -2.148], [4.352, 1.466, -3.897], [-1.066, -0.014, -2.952], [3.469, 5.002, -0.675]],
  "e_homo_ha": [-0.55683, -0.55681],
  "total_charge": 2,
  "orbital_gap_ev": [7.23, 5.39],
  "multiplicity": 2,
  "e_lumo_ev": [-7.9173, -9.7574],
  "s_squared": 0.76,
  "de_lowest_kj_mol": 0.0
}


{
  "formula": "CH21LiO10",
  "method": "ωB97M-V/def2-TZVPD",
  "species": ["Li", "C", "O", "H", "H", "H", "O", "H", "H", "O", "H", "H", "O", "H", "H", "O", "H", "H", "O", "H", "H", "O", "H", "H", "O", "H", "H", "O", "H", "H", "O", "H", "H"],
  "positions_angstrom": [[51.982, 36.373, 24.267], [52.186, 37.482, 26.189], [53.362, 37.039, 25.665], [51.791, 38.221, 25.514], [52.385, 37.653, 27.312], [51.724, 36.496, 26.242], [53.523, 38.905, 29.413], [53.121, 39.802, 29.460], [53.533, 38.525, 30.317], [49.368, 37.204, 27.907], [49.763, 37.352, 27.037], [49.990, 36.731, 28.260], [53.639, 34.450, 26.565], [53.359, 35.117, 26.001], [54.562, 34.672, 26.261], [49.805, 36.157, 24.252], [49.151, 36.929, 24.116], [49.335, 35.484, 24.810], [52.607, 40.355, 23.098], [51.589, 40.229, 22.867], [52.841, 39.984, 23.965], [54.859, 37.841, 27.316], [54.190, 37.394, 26.704], [54.535, 38.067, 28.164], [50.579, 38.008, 30.309], [50.750, 38.878, 30.707], [50.379, 38.067, 29.354], [53.504, 39.909, 25.249], [53.224, 39.151, 25.724], [54.301, 39.538, 24.803], [52.977, 35.976, 28.985], [52.955, 35.531, 28.123], [52.816, 36.856, 28.683]],
  "e_homo_ha": -0.33462,
  "total_charge": 0,
  "orbital_gap_ev": 7.87,
  "e_lumo_ev": -1.2358,
  "de_lowest_kj_mol": 147.0
}